Version A
Molecular formula: C8H14N2
Method: DFT, wB97M-V/def2-TZVPD

Results
SMILES: CCCC#N.CCCC#N
Gap between HOMO and LUMO: 10.189 eV
Spin multiplicity: 1
HOMO energy: -9.488 eV
Charge: 0

XYZ file:
```
24
Properties=species:S:1:pos:R:3:lowdin_charge:R:1
C -24.98829 -11.61931 -19.93927 -0.18
C -25.26676 -11.23513 -18.49223 -0.22
C -24.19464 -10.29669 -17.84002 -0.14
C -24.29321 -8.91006 -18.35766 -0.22
N -24.41422 -7.80453 -18.76102 0.15
H -24.63865 -10.75362 -20.50180 0.06
H -25.76602 -12.13958 -20.49834 0.11
H -24.12509 -12.28304 -19.88985 0.09
H -25.41090 -12.07082 -17.80744 0.12
H -26.23299 -10.74137 -18.59564 0.08
H -23.17494 -10.65659 -17.97705 0.12
H -24.32822 -10.16532 -16.76625 0.12
C -26.29839 -9.91990 -20.33668 -0.22
C -26.84226 -9.30379 -21.65327 -0.16
C -28.26068 -8.64409 -21.51930 -0.17
C -28.89956 -8.96783 -20.24671 -0.24
N -29.35776 -9.21815 -19.18071 0.13
H -26.32861 -9.40658 -19.37560 0.06
H -25.22071 -10.06406 -20.41365 0.00
H -26.77712 -10.88209 -20.15470 0.08
H -26.97400 -10.12040 -22.36313 0.10
H -26.13069 -8.73208 -22.24902 0.11
H -28.94239 -8.89969 -22.33049 0.11
H -28.17822 -7.56891 -21.36018 0.12
```



Version B
Molecular formula: C8H14N2
Method: DFT, wB97M-V/def2-TZVPD

Results
SMILES: CCCC#N.CCCC#N
Gap between HOMO and LUMO: 12.092 eV
Spin multiplicity: 1
HOMO energy: -11.279 eV
Charge: 0

XYZ file:
```
24
Properties=species:S:1:pos:R:3:lowdin_charge:R:1
C -2.60223 -4.80993 -1.96269 -0.10
C -2.88136 -3.54989 -1.00203 -0.21
C -3.71732 -3.84117 0.27125 -0.19
C -3.40546 -5.16555 0.79340 -0.26
N -3.19615 -6.23045 1.21422 0.14
H -3.48251 -5.44741 -2.04536 0.07
H -1.77886 -5.40569 -1.56868 0.06
H -2.27500 -4.39345 -2.91534 0.06
H -3.30302 -2.78430 -1.65333 0.10
H -1.85552 -3.33591 -0.70208 0.10
H -4.78829 -3.93603 0.09196 0.12
H -3.60690 -3.18489 1.13450 0.12
C 3.73235 5.36099 1.50501 -0.10
C 3.88970 4.17120 0.46609 -0.21
C 2.50748 3.83988 -0.23586 -0.18
C 1.47462 3.31032 0.70564 -0.24
N 0.70235 2.88059 1.47184 0.12
H 3.18620 6.20877 1.09137 0.07
H 4.76095 5.58657 1.78640 0.06
H 3.21801 5.06508 2.41934 0.07
H 4.26729 3.34878 1.07367 0.10
H 4.60135 4.47750 -0.30061 0.10
H 2.55991 3.10575 -1.03986 0.11
H 1.99231 4.72925 -0.59878 0.11
```



Tell me which of them is the most stable. Sure, it is version B.



Version A
Molecular formula: C6H9N3O2S
Method: DFT, wB97M-V/def2-TZVPD

Results
SMILES: NNc1ccc(S(N)(=O)=O)cc1
Gap between HOMO and LUMO: 8.759 eV
Spin multiplicity: 1
HOMO energy: -8.319 eV
Charge: 0

XYZ file:
```
21
Properties=species:S:1:pos:R:3:lowdin_charge:R:1
N 4.44939 -0.82990 0.18428 -0.03
N 3.71212 0.38282 -0.07569 -0.10
C 2.24293 0.29436 -0.18030 -0.15
C 1.70239 -1.00836 -0.17638 -0.05
C 0.30415 -0.95241 -0.07658 -0.11
C -0.44415 0.24025 -0.10453 -0.24
S -2.33137 -0.14361 -0.17827 0.62
N -2.85736 0.07325 1.38378 -0.11
O -2.84537 0.89919 -1.02157 -0.32
O -2.61786 -1.56298 -0.24048 -0.33
C 0.16936 1.53867 0.02932 -0.13
C 1.48196 1.60939 0.10526 -0.04
H 4.06052 -1.22999 1.05647 0.09
H 4.49372 -1.39510 -0.68638 0.09
H 4.23810 1.26316 -0.03602 0.12
H 2.36344 -1.89360 -0.14140 0.10
H -0.16856 -1.95616 0.19010 0.13
H -2.43048 -0.80968 1.73536 0.07
H -2.63294 0.97622 1.91748 0.11
H -0.62064 2.36999 0.39008 0.16
H 1.83571 2.56864 0.49578 0.11
```



Version B
Molecular formula: C6H9N3O2S
Method: DFT, wB97M-V/def2-TZVPD

Results
SMILES: O=C1O[C@@]23NCNCN2[C@@H]1CS3
Gap between HOMO and LUMO: 9.600 eV
Spin multiplicity: 1
HOMO energy: -8.902 eV
Charge: 0

XYZ file:
```
21
Properties=species:S:1:pos:R:3:lowdin_charge:R:1
O -0.75588 2.44695 1.88934 0.16
C -0.60381 1.50087 1.18193 -0.46
O -0.55373 1.50804 -0.19355 0.05
C -0.64692 0.14964 -0.57053 -0.68
N -0.19992 0.00299 -1.87821 0.04
C 1.20154 0.10106 -1.97936 -0.21
N 1.88766 -0.87819 -1.10832 -0.04
C 1.55189 -0.66285 0.20594 -0.21
N 0.03946 -0.63103 0.43001 -0.03
C -0.58933 0.06047 1.54372 -0.27
C -2.09563 -0.45012 1.48524 -0.39
S -2.57291 -0.33124 -0.29589 0.87
H -0.59874 0.63613 -2.49412 0.11
H 1.59436 0.05775 -2.98191 0.13
H 1.55797 1.02106 -1.46065 0.13
H 1.69330 -1.78965 -1.51431 0.13
H 2.06197 0.31601 0.53190 0.15
H 1.87851 -1.54427 0.83195 0.14
H -0.07183 -0.04283 2.47999 0.16
H -2.02778 -1.61328 1.68157 0.11
H -2.75017 0.14251 2.21526 0.11
```



Version C
Molecular formula: C6H9N3O2S
Method: DFT, wB97M-V/def2-TZVPD

Results
SMILES: Cn1nnc2c1S(=O)(=O)CCC2
Gap between HOMO and LUMO: 10.453 eV
Spin multiplicity: 1
HOMO energy: -9.919 eV
Charge: 0

XYZ file:
```
21
Properties=species:S:1:pos:R:3:lowdin_charge:R:1
C -0.01746 2.96053 1.06382 -0.04
N 0.23632 1.58826 1.29711 -0.21
N 0.07975 1.13643 2.47748 0.02
N -0.01322 -0.13221 2.43407 0.06
C 0.15609 -0.55821 1.14789 -0.33
C 0.34814 0.54458 0.38159 -0.08
S 0.28173 0.42361 -1.66182 0.76
O -0.42198 1.50791 -2.29296 -0.32
O 1.68184 0.29180 -2.00631 -0.32
C -0.61122 -1.16744 -1.67218 -0.22
C 0.19977 -2.08693 -0.83594 -0.22
C -0.00764 -1.95562 0.74195 -0.11
H -1.08183 3.30288 1.33031 0.11
H 0.56618 3.61217 1.75086 0.09
H 0.08760 3.07592 -0.08677 0.12
H -0.54859 -1.60062 -2.60396 0.08
H -1.63648 -0.89597 -1.51589 0.11
H 1.25006 -2.15337 -1.13111 0.12
H -0.14942 -3.09405 -0.99366 0.11
H 0.69219 -2.70540 1.18712 0.13
H -1.09184 -2.09427 0.98840 0.14
```



Tell me which of them is the most stable. Sure, it is version B.



Version A
Molecular formula: C5H16N2O
Method: DFT, wB97M-V/def2-TZVPD

Results
SMILES: CCCCNCN.O
Gap between HOMO and LUMO: 8.832 eV
Spin multiplicity: 1
HOMO energy: -8.329 eV
Charge: 0

XYZ file:
```
24
Properties=species:S:1:pos:R:3:lowdin_charge:R:1
C 2.56956 0.48157 -0.20757 -0.11
C 1.34153 0.08104 -1.00802 -0.29
C 0.71351 -1.27120 -0.72989 -0.21
C 0.15517 -1.45595 0.68601 -0.25
N -1.16785 -0.88143 0.93994 -0.06
C -1.18795 0.25406 1.85736 -0.32
N -0.64644 1.52057 1.38229 0.02
H 3.32019 -0.31183 -0.33627 0.07
H 2.49619 0.55125 0.87779 0.06
H 3.02056 1.34915 -0.67778 0.07
H 1.57654 0.08192 -2.07593 0.11
H 0.57389 0.85557 -0.94280 0.07
H -0.08239 -1.45015 -1.45316 0.10
H 1.37941 -2.12917 -0.87949 0.11
H 0.87924 -1.20834 1.45425 0.10
H 0.09532 -2.54322 0.87543 0.10
H -1.61155 -0.64434 0.05933 0.08
H -2.22933 0.43066 2.12601 0.10
H -0.66578 -0.06736 2.75871 0.11
H -0.81852 1.59213 0.38521 0.04
H 0.37566 1.52234 1.40334 0.05
O -1.68037 0.90048 -2.25750 -0.05
H -2.52714 0.44072 -2.24990 0.04
H -1.58229 1.26027 -3.14360 0.04
```



Version B
Molecular formula: C5H16N2O
Method: DFT, wB97M-V/def2-TZVPD

Results
SMILES: NCCCCCN.O
Gap between HOMO and LUMO: 9.796 eV
Spin multiplicity: 1
HOMO energy: -8.905 eV
Charge: 0

XYZ file:
```
24
Properties=species:S:1:pos:R:3:lowdin_charge:R:1
N 0.79506 1.97438 -2.24828 0.03
C 0.14737 0.74602 -1.72652 -0.27
C -0.82700 0.86805 -0.56417 -0.19
C -0.09937 0.61299 0.80889 -0.22
C -0.01330 -0.82762 1.22439 -0.21
C -1.45669 -1.33407 1.56354 -0.28
N -1.94454 -1.29368 2.92566 0.04
H 0.34711 2.84263 -2.04789 0.06
H 1.68297 2.09058 -2.03656 -0.02
H 0.85721 0.01267 -1.54895 0.04
H -0.47429 0.56690 -2.64037 0.11
H -1.69444 0.24340 -0.73292 0.09
H -1.25197 1.87599 -0.58240 0.10
H 0.92301 0.98531 0.66793 0.10
H -0.48165 1.31641 1.62924 0.13
H 0.31053 -1.65678 0.53648 0.12
H 0.69166 -0.72006 2.03782 0.10
H -2.12099 -1.07161 0.72518 0.09
H -1.65467 -2.52826 1.32432 0.14
H -2.56388 -0.62749 3.02524 0.00
H -1.26075 -1.00485 3.46638 0.00
O 2.88367 -0.71379 -1.56439 0.00
H 2.93139 -0.47656 -2.47830 0.04
H 2.22973 -1.29510 -1.40852 -0.04
```



Tell me which of them is the most stable. Sure, it is version A.



Version A
Molecular formula: C5H16N2O
Method: DFT, wB97M-V/def2-TZVPD

Results
SMILES: CC[C@H](C)NCN.O
Gap between HOMO and LUMO: 8.374 eV
Spin multiplicity: 1
HOMO energy: -7.763 eV
Charge: 0

XYZ file:
```
24
Properties=species:S:1:pos:R:3:lowdin_charge:R:1
C 1.23064 -1.22456 2.21361 -0.10
C 0.99249 -0.76356 0.75353 -0.22
C -0.22808 0.13558 0.55843 -0.42
C -1.51879 -0.65391 0.83297 -0.06
N -0.21865 0.67505 -0.78143 -0.05
C -0.27117 2.06296 -1.09498 -0.31
N 1.00125 2.79382 -1.11503 0.00
H 1.81850 -2.14258 2.18846 0.07
H 1.65819 -0.43901 2.83670 0.07
H 0.31790 -1.54779 2.72845 0.06
H 1.85753 -0.12732 0.57432 0.10
H 0.97105 -1.62375 0.08364 0.11
H -0.11675 0.92974 1.29688 0.14
H -1.41536 -1.64748 0.40487 0.06
H -1.68396 -0.81035 1.90395 0.06
H -2.39150 -0.12523 0.44973 0.08
H -0.02179 0.01094 -1.51122 0.08
H -0.68224 2.11208 -2.10618 0.11
H -0.87588 2.60206 -0.37365 0.11
H 1.78432 2.29706 -1.50290 0.05
H 1.20871 3.23309 -0.22965 0.05
O -0.95844 -1.60382 -2.55325 -0.05
H -1.15116 -1.77225 -3.47996 0.04
H -1.30680 -2.37078 -2.07730 0.05
```



Version B
Molecular formula: C5H16N2O
Method: DFT, wB97M-V/def2-TZVPD

Results
SMILES: CC(C)CNCN.O
Gap between HOMO and LUMO: 9.823 eV
Spin multiplicity: 1
HOMO energy: -8.966 eV
Charge: 0

XYZ file:
```
24
Properties=species:S:1:pos:R:3:lowdin_charge:R:1
C -0.63454 -0.75025 -2.57972 -0.11
C 0.07823 -0.21841 -1.32926 -0.45
C 0.17661 1.32909 -1.45854 -0.11
C -0.80364 -0.52516 -0.10521 -0.22
N -0.04005 -0.20819 1.12166 -0.11
C 0.84653 -1.24396 1.64780 -0.30
N 2.13429 -0.67356 2.13648 -0.05
H -0.67526 -1.87606 -2.49891 0.09
H -1.64144 -0.18208 -2.68658 0.11
H -0.11936 -0.49691 -3.55936 0.08
H 1.13172 -0.71095 -1.18025 0.15
H -0.89141 1.65899 -1.64446 0.09
H 0.97402 1.74249 -2.31182 0.13
H 0.48895 2.01370 -0.66916 0.05
H -1.70880 0.18503 -0.15837 0.14
H -1.26906 -1.45621 -0.05919 0.09
H 0.38187 0.64157 0.88590 0.05
H 1.14814 -2.05355 0.78489 0.15
H 0.39585 -1.71036 2.60793 0.13
H 2.11318 0.03973 2.92563 0.08
H 2.52216 -0.01452 1.38188 0.08
O -1.79530 1.70478 1.94513 -0.05
H -1.45960 1.93480 2.78234 0.01
H -1.35310 0.86998 2.02115 -0.03
```



Version C
Molecular formula: C5H16N2O
Method: DFT, wB97M-V/def2-TZVPD

Results
Gap between HOMO and LUMO: 8.094 eV
Spin multiplicity: 1
HOMO energy: -7.191 eV
Charge: 0

XYZ file:
```
24
Properties=species:S:1:pos:R:3:lowdin_charge:R:1
C 2.08036 -0.60673 0.44087 -0.37
C 1.34381 0.78613 -0.99604 -0.14
N 3.40762 -0.28385 0.58676 0.06
N 1.29625 -0.59833 1.55434 0.06
H 1.88726 -1.46657 -0.19112 0.13
H 1.36423 0.23447 2.12588 0.10
H 4.16480 -0.71842 0.07891 0.10
H 3.61869 0.58981 1.05075 0.10
H 0.33285 -0.94093 1.38892 0.06
H 0.82285 1.69696 -1.30587 0.01
H 2.33125 1.26222 -1.02067 -0.01
H 1.33724 0.03298 -1.79093 0.01
C -1.45592 -0.00020 -0.08121 -0.49
C -2.11935 -0.14519 -1.43666 -0.09
C -2.37180 0.70388 0.90114 -0.08
O -1.13768 -1.31656 0.45711 -0.13
H -1.94102 -1.85890 0.51785 0.10
H -0.21618 0.52874 -0.36290 0.13
H -3.33727 0.17572 0.98622 0.08
H -1.42393 -0.59723 -2.14652 0.07
H -2.40380 0.82998 -1.83556 0.08
H -3.02922 -0.76490 -1.39856 0.08
H -2.60502 1.71743 0.57153 0.08
H -1.94603 0.73947 1.90577 0.07
```



Tell me which of them is the most stable. Sure, it is version A.



Version A
Molecular formula: C5H16N2O
Method: DFT, wB97M-V/def2-TZVPD

Results
SMILES: CC(C)NCCN.O
Gap between HOMO and LUMO: 9.396 eV
Spin multiplicity: 1
HOMO energy: -8.453 eV
Charge: 0

XYZ file:
```
24
Properties=species:S:1:pos:R:3:lowdin_charge:R:1
C 0.14165 2.53763 -0.26687 -0.08
C -0.52444 1.15925 -0.38253 -0.44
C -2.05810 1.39513 -0.20692 -0.07
N 0.02507 0.17059 0.53559 -0.06
C 1.45750 -0.19868 0.28887 -0.22
C 1.54057 -1.60885 -0.32936 -0.32
N 1.55636 -2.57360 0.70483 0.01
H -0.41215 3.27018 0.33682 0.07
H 1.04045 2.60503 0.34365 0.07
H 0.30039 2.98084 -1.24951 0.08
H -0.44869 0.78769 -1.39338 0.13
H -2.59619 0.42133 -0.06324 0.07
H -2.39019 2.07640 0.58190 0.07
H -2.54043 1.80456 -1.08701 0.07
H -0.18120 0.33521 1.50067 0.11
H 1.85549 0.57696 -0.48059 0.12
H 2.06954 -0.14097 1.23493 0.12
H 2.57190 -1.48855 -0.84208 0.11
H 0.79908 -1.76870 -1.15878 0.13
H 2.08997 -2.44005 1.52753 0.06
H 0.79067 -3.19518 0.78981 0.05
O -1.74386 -2.65766 -0.16379 -0.06
H -0.98884 -2.10475 0.08863 -0.02
H -2.35457 -1.94381 -0.30917 0.01
```



Version B
Molecular formula: C5H16N2O
Method: DFT, wB97M-V/def2-TZVPD

Results
Gap between HOMO and LUMO: 9.345 eV
Spin multiplicity: 1
HOMO energy: -8.589 eV
Charge: 0

XYZ file:
```
24
Properties=species:S:1:pos:R:3:lowdin_charge:R:1
C 0.75521 1.15592 0.37932 -0.50
C 1.52296 0.34132 -0.66412 -0.09
C 1.08240 0.66910 1.79265 -0.08
C 1.04065 2.65174 0.23172 -0.09
H -0.31806 1.00065 0.21067 0.11
H 2.10121 2.85584 0.39506 0.08
H 0.78094 3.00717 -0.76730 0.07
H 1.25299 -0.71323 -0.59768 0.06
H 2.59935 0.43961 -0.50551 0.08
H 1.31003 0.69790 -1.67468 0.07
H 2.14872 0.78897 1.99805 0.08
H 0.53164 1.24379 2.53984 0.08
H 0.82549 -0.38473 1.90034 0.06
H 0.46926 3.23574 0.95550 0.07
C -1.95714 -0.87442 -1.48639 -0.09
N -1.07229 -2.87648 -0.42928 -0.12
N -1.82815 -1.61900 -0.23329 -0.15
O -0.15800 -2.63382 0.63510 -0.26
H -0.71244 -1.50695 0.60156 0.16
H -1.67619 -3.64498 -0.11232 0.10
H -2.73878 -1.76567 0.20778 0.13
H -2.47649 0.06179 -1.28437 0.08
H -0.95172 -0.70058 -1.86199 0.07
H -2.53160 -1.42972 -2.23065 0.08
```



Tell me which of them is the most stable. Sure, it is version A.